{"formula": "C15H19Cl2CuFINO5S2", "method": "ωB97M-V with the def2-TZVPD basis set", "elements": ["H", "C", "C", "Cl", "H", "C", "H", "H", "H", "H", "H", "C", "C", "H", "H", "H", "N", "Cl", "S", "F", "C", "H", "C", "C", "O", "O", "C", "Cu", "I", "O", "C", "H", "H", "C", "C", "O", "C", "H", "O", "H", "H", "C", "H", "C", "S", "H", "H"], "xyz": [[1.188, 0.635, -2.223], [-2.190, -0.784, 0.754], [-4.875, 0.393, 1.729], [-0.401, 2.802, -2.859], [4.505, -0.832, -1.438], [-2.324, 0.749, -2.526], [-1.579, 2.283, -0.455], [-2.711, -0.116, 0.043], [-2.851, 0.689, -3.502], [-4.836, 0.037, 0.656], [2.366, -1.399, -1.130], [5.114, 1.397, 1.057], [2.661, -0.693, -0.333], [2.173, -0.013, 2.109], [-2.846, 1.532, -1.943], [4.712, 3.311, 2.261], [1.343, 0.131, 1.541], [0.221, -1.425, -2.806], [-0.452, -2.717, 0.181], [-1.503, -3.095, -0.997], [0.240, -0.722, 1.787], [-0.663, 0.705, -3.870], [-0.823, 1.045, -2.827], [-3.381, 0.708, 2.115], [-0.876, -3.455, 1.332], [-3.126, 1.832, 2.413], [5.055, 0.020, 0.454], [-5.856, -1.878, 1.300], [2.049, 2.489, 0.032], [0.855, -3.112, -0.248], [4.953, 2.391, 1.734], [2.863, -1.319, 0.560], [-2.421, -0.268, -2.084], [4.051, -0.083, -0.751], [0.203, 0.174, -1.993], [0.090, -1.228, 2.854], [1.577, 0.351, 0.085], [6.060, -0.181, 0.020], [-2.438, -0.310, 2.094], [-5.439, 1.343, 1.714], [-5.339, -0.383, 2.408], [0.057, 0.178, -0.430], [4.881, -0.788, 1.191], [-0.638, -0.918, 0.442], [-0.652, 1.730, 0.377], [-2.681, -1.781, 0.665], [3.979, 0.853, -1.338]], "lumo_ev": [-8.89, -9.06], "largest_force_ev_per_a": 4.2, "e_tot_ha": -4767.84599, "charge": 2, "multiplicity": 2}